A structure of composition C3H11N2Pb. Source: the Open Molecules 2025 dataset; level of theory: ωB97M-V with the def2-TZVPD basis set.

As for the highest occupied orbital energy (spin up / spin down): 0.55 / 0.16 eV. As for the LUMO energy (spin up / spin down): 0.11031 / 0.10244 Eh. The calculation puts the energy relative to the best compared isomer or geometry (same formula, charge and spin) at 2.557 eV. The HOMO-LUMO gap (spin up / spin down) is 2.45 / 2.63 eV.

```
! wB97M-V def2-TZVPD RIJCOSX def2/J DEFGRID3
* xyz -1 1
Pb -0.327 0.234 -0.114
N 1.532 -1.428 0.442
N -1.819 -1.004 1.534
C 2.475 -2.069 0.541
C 1.542 1.161 -1.324
C 3.594 -2.901 0.659
H 1.330 2.047 -1.964
H -2.232 -1.758 1.009
H 3.706 -3.254 1.653
H 1.327 1.399 -0.165
H -2.575 -0.392 1.915
H 4.486 -2.400 0.404
H 1.750 0.401 -2.079
H 3.517 -3.729 0.013
H 2.556 1.145 -0.827
H -1.286 -1.423 2.365
H -1.572 0.345 -1.412
*
```

Atomic partial charges in e from the Mulliken method, atoms 1 to 5: -1.81, 0.17, -0.48, 0.21, -0.35